This record from the Open Molecules 2025 dataset describes 9 unconnected molecules or ions with the total composition C36H55BrO36S8. The level of theory is ωB97M-V/def2-TZVPD.

```
136
Properties=species:S:1:pos:R:3:forces:R:3
C 4.289 -0.058 3.682 1.4 -0.9 -0.8
C 4.042 -0.170 2.084 -1.7 -1.5 0.9
O 3.126 -0.941 1.720 3.0 2.8 0.4
O 4.908 0.570 1.250 -2.7 -0.7 1.6
C 4.208 1.206 0.148 0.5 1.0 -2.7
C 4.266 2.817 0.172 -1.3 -0.4 -0.3
C 2.832 3.362 0.707 0.2 0.0 1.2
C 2.950 4.732 1.535 0.3 0.3 -0.6
C 1.707 5.734 1.378 0.1 -0.2 0.7
C 0.263 5.039 1.398 -0.7 1.0 0.3
C -0.330 4.898 2.905 0.2 0.0 -0.7
C -1.833 4.306 2.878 0.3 0.0 -0.8
C -1.907 2.751 2.478 0.0 -2.4 -0.1
C -0.718 1.820 2.847 -3.0 -2.5 -2.1
C -0.763 0.293 2.474 -2.4 1.7 -0.7
C -1.995 -0.360 1.771 0.2 4.4 1.1
Br -1.970 -2.296 1.342 0.0 2.2 0.5
C -3.176 0.594 1.440 1.1 0.8 0.5
C -3.159 2.137 1.756 2.5 -1.9 0.9
C -4.422 3.003 1.321 -0.7 1.1 -0.1
O -4.724 4.131 1.778 1.3 -3.5 -1.2
C -5.370 2.397 0.168 0.3 -2.6 -0.5
C -5.423 1.009 -0.141 1.5 3.0 1.5
C -4.511 0.041 0.745 -1.4 -2.0 -0.2
O -4.932 -1.144 0.882 1.8 3.8 -0.4
H 5.190 0.600 3.939 -1.6 -0.7 -0.4
H 4.592 -1.129 3.999 -0.6 1.7 -0.5
H 3.340 0.195 4.257 1.3 -0.1 -1.1
H 4.748 0.867 -0.817 -0.9 0.3 1.6
H 3.110 0.922 0.041 1.6 -0.1 0.5
H 5.151 3.224 0.771 -1.2 -0.6 -0.8
H 4.335 3.142 -0.936 0.2 -0.4 1.8
H 2.077 3.503 -0.140 1.6 -0.5 1.5
H 2.424 2.562 1.441 0.5 1.2 -1.2
H 3.154 4.536 2.638 -0.4 0.1 -1.6
H 3.882 5.282 1.133 -1.4 -0.8 0.7
H 1.745 6.456 2.282 -0.1 -1.0 -1.5
H 1.859 6.370 0.443 -0.4 -1.0 1.1
H 0.193 4.056 0.821 0.3 1.3 1.1
H -0.466 5.764 0.865 1.1 -1.1 0.7
H -0.354 5.953 3.378 0.0 -1.7 -0.7
H 0.403 4.277 3.521 -1.1 0.8 -0.6
H -2.379 4.536 3.865 0.8 -0.7 -1.5
H -2.382 4.892 2.052 0.7 -0.9 1.4
H 0.229 2.153 3.389 -1.7 -0.3 -1.0
H 0.129 -0.386 2.722 -1.5 1.2 -0.4
H -6.036 3.114 -0.429 1.2 -0.9 1.3
H -6.083 0.607 -0.985 1.1 0.4 1.6
C -6.899 -3.057 -0.893 0.1 -0.3 0.8
C -7.576 -4.365 -1.275 0.7 -0.1 -0.3
O -8.904 -3.998 -1.652 -0.2 0.8 -0.1
S -8.875 -2.517 -2.319 0.3 0.2 0.4
O -8.848 -2.667 -3.745 -0.2 0.2 0.8
O -9.835 -1.699 -1.644 0.5 -0.7 -0.8
O -7.391 -2.091 -1.826 -0.8 -0.4 -0.7
H -7.191 -2.740 0.111 0.1 0.0 -0.1
H -5.813 -3.123 -0.950 -0.1 0.2 -0.1
H -7.592 -5.080 -0.453 -0.3 0.1 -0.1
H -7.091 -4.821 -2.144 0.0 0.0 0.1
C 6.886 7.793 1.829 0.3 0.7 0.1
C 7.531 7.468 3.166 0.5 -0.2 -0.7
O 6.445 7.383 4.091 -0.9 0.1 -0.4
S 5.135 6.820 3.318 0.4 0.0 0.0
O 5.044 5.411 3.561 -0.1 1.1 0.0
O 4.049 7.722 3.552 0.6 -0.8 0.0
O 5.673 7.039 1.802 -0.1 -0.4 0.8
H 6.629 8.854 1.761 0.0 0.0 0.0
H 7.523 7.521 0.986 -0.2 -0.2 0.1
H 8.245 8.231 3.480 -0.3 0.0 0.2
H 8.027 6.498 3.138 -0.1 0.2 -0.2
C -9.223 -5.250 -5.568 -0.3 0.7 0.4
C -9.765 -6.073 -4.409 0.6 0.1 0.2
O -10.754 -6.925 -4.991 0.0 0.0 -1.0
S -10.313 -7.289 -6.508 0.0 0.2 0.5
O -9.669 -8.569 -6.494 -0.5 0.8 -0.4
O -11.402 -6.976 -7.384 0.8 -0.5 0.5
O -9.170 -6.150 -6.678 -0.4 -0.9 0.1
H -9.903 -4.433 -5.823 0.1 0.0 0.1
H -8.233 -4.845 -5.358 -0.1 -0.2 -0.2
H -10.201 -5.453 -3.627 -0.2 -0.1 -0.2
H -8.985 -6.707 -3.977 0.0 0.1 0.0
C -1.134 4.065 -4.147 -0.6 0.2 -0.1
C -0.991 5.439 -3.509 0.3 0.2 -0.6
O -0.773 5.181 -2.122 0.1 -0.9 0.2
S 0.039 3.785 -1.963 -0.2 0.2 -0.3
O 1.432 4.090 -1.804 -1.3 -0.3 -0.5
O -0.680 2.944 -1.056 0.7 0.6 -0.5
O -0.189 3.235 -3.472 0.4 0.5 0.7
H -2.133 3.653 -3.976 0.0 0.1 0.0
H -0.928 4.084 -5.218 0.2 -0.1 0.2
H -1.876 6.058 -3.651 0.0 -0.1 0.3
H -0.113 5.964 -3.897 -0.1 0.0 0.0
C 5.944 -3.694 0.755 -0.7 -0.3 0.2
C 6.188 -3.141 2.148 -0.1 0.7 -0.3
O 7.241 -3.940 2.686 0.3 -0.6 -0.6
S 8.223 -4.402 1.478 -0.2 0.2 -0.2
O 9.344 -3.510 1.443 -0.6 -0.9 0.0
O 8.367 -5.826 1.533 0.2 1.0 0.1
O 7.238 -4.027 0.246 0.8 0.1 0.8
H 5.346 -4.608 0.794 0.2 0.3 0.0
H 5.453 -2.969 0.104 0.2 -0.1 0.0
H 5.300 -3.196 2.778 0.2 -0.2 0.0
H 6.539 -2.105 2.103 -0.1 0.0 0.0
C 3.301 -7.202 3.624 -0.4 -0.4 0.4
C 2.851 -8.111 2.491 0.6 -0.3 0.0
O 2.067 -7.277 1.637 0.0 0.9 0.3
S 2.653 -5.765 1.690 -0.2 -0.1 0.0
O 3.516 -5.578 0.557 -0.9 0.0 0.9
O 1.581 -4.870 2.003 0.8 -0.6 -0.5
O 3.579 -5.943 3.010 -0.2 0.0 -0.9
H 2.501 -7.055 4.355 0.0 0.0 0.0
H 4.189 -7.583 4.130 0.0 0.2 -0.2
H 2.264 -8.958 2.845 -0.2 0.2 -0.1
H 3.706 -8.476 1.914 0.0 0.0 0.1
C 7.999 5.179 7.646 -0.1 -0.6 0.2
C 9.490 4.942 7.832 -0.1 0.4 0.5
O 10.016 4.846 6.508 -0.7 0.2 -0.7
S 9.151 5.802 5.524 0.0 -0.2 0.7
O 9.851 7.044 5.376 -0.6 -0.8 -0.3
O 8.710 5.020 4.409 0.6 0.5 0.7
O 7.893 6.046 6.517 0.9 0.1 -0.4
H 7.477 4.247 7.411 0.0 0.0 0.1
H 7.542 5.638 8.523 0.0 0.2 -0.2
H 9.700 4.033 8.396 0.1 0.0 -0.3
H 9.967 5.794 8.324 -0.1 -0.1 0.0
C -9.264 -6.968 -10.131 -0.5 -0.4 0.3
C -8.192 -7.829 -9.484 0.1 0.5 0.5
O -7.578 -8.532 -10.565 -0.4 0.3 -0.9
S -7.612 -7.596 -11.891 0.0 0.0 0.2
O -6.343 -6.940 -12.010 -0.9 -0.5 -0.2
O -8.201 -8.345 -12.958 0.7 0.5 0.6
O -8.694 -6.510 -11.358 0.9 -0.4 -0.1
H -10.154 -7.558 -10.367 0.0 0.0 0.1
H -9.547 -6.121 -9.504 0.1 0.0 -0.2
H -8.603 -8.526 -8.754 0.1 -0.1 -0.2
H -7.426 -7.211 -9.005 -0.1 0.0 0.0
```
Positions in Å, forces in eV/Å.

Output
* orbital gap: 7.5 eV
* 2S+1: 1
* HOMO level: -8.9 eV
* SMILES: CC(=O)OCCCCCCCCc1ccc(Br)c2c1C(=O)C=CC2=O.O=S1(=O)OCCO1.O=S1(=O)OCCO1.O=S1(=O)OCCO1.O=S1(=O)OCCO1.O=S1(=O)OCCO1.O=S1(=O)OCCO1.O=S1(=O)OCCO1.O=S1(=O)OCCO1
* net charge: 0
* DFT total energy: -268642.8663 eV